A molecular structure, C14H14ClMnNO2. Source: the OMol25 dataset; level of theory: the ωB97M-V functional and the def2-TZVPD basis.

The multiplicity is 4. The total energy comes out at -64155.463 eV. As for the LUMO energy (alpha / beta): -7.65 / -9.88 eV. As for the HOMO-LUMO gap (alpha / beta): 8.800 / 6.999 eV. Its net charge is +2.

XYZ file:
```
33
Properties=species:S:1:pos:R:3:nbo_charge:R:1
Cl 0.59917 -1.21915 1.94456 -0.23
C 1.64410 -0.02898 -1.71689 -0.23
C 0.19306 0.03983 -1.88226 -0.19
C -0.34627 -1.19835 -1.36956 -0.26
H -0.36496 0.79490 -2.43653 0.29
C 0.73177 -2.06116 -0.98570 0.12
C 1.95168 -1.31707 -1.13224 -0.25
H 2.92852 -1.72986 -0.89642 0.29
H 2.35910 0.72346 -2.03098 0.30
H -1.36682 -1.55205 -1.44269 0.26
C 0.64915 -3.52157 -0.70334 -0.67
Mn 0.78419 -0.13232 0.10400 0.11
C -0.13600 1.42301 0.31524 0.68
C 2.18082 0.92213 0.76761 0.70
O -0.65334 2.47481 0.25509 -0.38
O 2.82853 1.74149 1.29183 -0.33
H -0.33526 -3.81870 -0.33042 0.24
H 1.39430 -3.84752 0.03117 0.27
H 0.83277 -4.10472 -1.61768 0.29
N -2.58307 -0.60830 0.83038 -0.63
C -2.81685 0.48704 1.60481 0.24
C -3.56460 1.56910 1.08319 -0.19
C -3.78735 2.69788 1.86746 -0.18
C -3.29636 2.75720 3.18203 -0.03
C -2.52957 1.69442 3.68637 -0.18
C -2.29058 0.56681 2.91094 -0.19
H -3.13222 -0.76798 -0.00310 0.42
H -2.13851 -1.42749 1.23695 0.43
H -3.92295 1.51704 0.05353 0.24
H -4.34126 3.54714 1.46274 0.27
H -3.48513 3.63053 3.81450 0.26
H -2.10511 1.72959 4.69157 0.27
H -1.67079 -0.26795 3.25225 0.25
```


A molecular structure, C14H14CoF6N6O2SSb. Source: the OMol25 dataset; level of theory: the ωB97M-V functional and the def2-TZVPD basis.

The multiplicity is 6. The total energy comes out at -99078.871 eV. As for the LUMO energy (alpha / beta): -5.19 / -8.07 eV. As for the HOMO-LUMO gap (alpha / beta): 6.930 / 4.372 eV. Its net charge is +1.

XYZ file:
```
45
Properties=species:S:1:pos:R:3:nbo_charge:R:1
Co -0.26119 -1.25822 0.79494 1.49
N 3.40177 0.42848 2.59779 -0.60
C 2.91517 0.42729 1.34821 0.16
S 3.58106 -0.23096 -0.06012 0.43
N 1.58557 0.78186 1.40536 -0.05
N 0.78005 0.32239 0.45843 -0.40
C 0.59951 0.98006 -0.69708 0.30
C 1.37443 2.06906 -1.24195 -0.18
C 1.69348 3.19898 -0.44184 -0.17
C 2.40662 4.27433 -0.96953 -0.20
C 2.66624 4.29376 -2.37018 -0.13
C 2.43477 3.16388 -3.18697 -0.21
C 1.77820 2.08150 -2.60229 -0.16
C -0.48968 0.37675 -1.44781 0.11
C -1.16314 0.88452 -2.57725 -0.18
C -2.26742 0.25871 -3.08221 -0.14
C -2.56540 -0.97874 -2.53964 -0.19
C -1.80602 -1.54073 -1.55622 0.07
N -0.81565 -0.87514 -1.01261 -0.53
H 4.30270 -0.03096 2.77624 0.44
H 2.79784 0.73239 3.33737 0.47
H 1.22799 3.28359 0.51078 0.23
H 2.73694 5.09115 -0.31122 0.25
H 3.07167 5.20205 -2.84633 0.24
H 2.75362 3.22070 -4.20496 0.25
H 1.59547 1.16363 -3.16114 0.23
H -0.77427 1.78858 -3.03779 0.24
H -2.88633 0.66863 -3.88994 0.26
H -3.37368 -1.57409 -2.91465 0.25
H -1.93966 -2.56506 -1.20569 0.27
N -1.96576 -0.63458 1.76604 -0.73
N -1.53165 -0.04402 2.97991 -0.52
C -0.22006 -0.38081 3.38482 0.86
O 0.27170 0.14879 4.42521 -0.67
O 0.41117 -1.19669 2.58529 -0.81
H -2.48965 0.03699 1.18445 0.38
H -2.45766 -1.51949 1.92019 0.43
H -2.22703 0.13976 3.69517 0.41
F -0.91377 -3.21432 0.95551 -0.75
Sb -2.18425 -4.72589 1.47827 3.17
F -1.15107 -5.93806 0.57252 -0.65
F -1.10822 -5.00430 3.03505 -0.65
F -3.08298 -4.15811 -0.15433 -0.69
F -3.13468 -3.28367 2.35182 -0.69
F -3.57673 -5.86400 1.94838 -0.65
```


A molecular structure, C14H14F5GaN4O2S2. Source: the OMol25 dataset; level of theory: the ωB97M-V functional and the def2-TZVPD basis.

The multiplicity is 1. The total energy comes out at -112421.679 eV. As for the LUMO energy: -7.10 eV. As for the HOMO-LUMO gap: 7.241 eV. Its net charge is +2.

XYZ file:
```
42
Properties=species:S:1:pos:R:3:nbo_charge:R:1
Ga -0.45758 0.25482 0.97148 1.41
C -1.68469 3.41607 -2.16826 -0.26
O -0.39732 2.72663 -2.20030 -0.43
C -0.18687 1.76797 -1.36366 0.94
O -1.03744 1.35034 -0.53026 -0.76
N 1.02532 1.20164 -1.43648 -0.44
N 1.29028 0.16055 -0.53100 -0.66
H -1.60300 4.17384 -2.94039 0.24
H -1.82126 3.86622 -1.18802 0.21
H -2.47303 2.70393 -2.39910 0.21
H 1.73211 1.56077 -2.06926 0.44
H 2.09648 0.39339 0.05313 0.42
H 1.47236 -0.70900 -1.03539 0.42
F 0.49910 -0.83789 7.68150 -0.25
C 0.44301 -0.26732 6.49322 0.30
C 1.49165 0.52753 6.04362 0.30
F 2.54991 0.71762 6.80714 -0.25
C 1.42454 1.10839 4.78321 0.35
F 2.44519 1.85013 4.36942 -0.27
C 0.32231 0.92858 3.95127 -0.29
S 0.30540 1.75646 2.38531 -0.18
C -0.71143 0.14701 4.43785 0.29
F -1.81652 -0.05996 3.67211 -0.33
C -0.66349 -0.46335 5.67662 0.32
F -1.67105 -1.23906 6.07411 -0.29
C -4.61177 -3.73031 2.97797 -0.68
C -3.84343 -2.65059 2.31029 0.38
C -4.38213 -1.46775 1.85851 -0.31
C -3.56108 -0.52446 1.23909 0.40
N -2.25027 -0.77243 1.09150 -0.64
C -1.71021 -1.91188 1.57084 0.33
S -0.01477 -2.01652 1.48919 -0.06
N -2.50904 -2.84071 2.12768 -0.51
C -4.09961 0.75605 0.72044 -0.68
H -5.37532 -3.29738 3.62260 0.28
H -3.97120 -4.38220 3.56875 0.25
H -5.11795 -4.33469 2.22083 0.28
H -5.43529 -1.26989 1.99113 0.27
H -2.08039 -3.69829 2.46930 0.46
H -4.71965 1.23350 1.47847 0.27
H -4.74188 0.54662 -0.13784 0.28
H -3.30559 1.43240 0.41095 0.25
```


A molecular structure, C14H14ILiN6SSe. Source: the OMol25 dataset; level of theory: the ωB97M-V functional and the def2-TZVPD basis.

The multiplicity is 1. The total energy comes out at -108174.953 eV. As for the LUMO energy: -0.46 eV. As for the HOMO-LUMO gap: 6.503 eV.

XYZ file:
```
38
Properties=species:S:1:pos:R:3:nbo_charge:R:1
Li 1.15846 0.00396 0.64137 0.78
C -0.17116 4.11328 0.05137 -0.68
C 0.06897 2.63561 0.12720 0.23
N 1.19521 2.03557 0.11215 -0.23
N 2.34552 2.74400 0.06292 -0.44
C 3.54863 2.10125 -0.06410 0.28
N 4.60575 2.93858 0.07725 -0.79
S 3.71810 0.50020 -0.41653 -0.20
C -1.11757 1.73883 0.26891 0.16
C -2.40900 2.18937 0.03435 -0.24
C -3.46464 1.30835 0.22888 -0.15
C -3.19685 0.02588 0.66689 -0.25
C -1.87260 -0.33724 0.87594 0.08
N -0.85874 0.49089 0.66981 -0.46
H 0.72326 4.71974 0.17025 0.21
H -0.87105 4.41761 0.82920 0.25
H -0.61283 4.37483 -0.91257 0.24
H 2.31913 3.74874 0.13754 0.37
H 4.50915 3.80269 0.58507 0.39
H 5.50971 2.49925 0.09333 0.42
H -2.59437 3.20184 -0.29381 0.22
H -4.48216 1.63004 0.05008 0.22
H -3.98713 -0.68891 0.84744 0.23
H -1.60837 -1.32590 1.23204 0.22
Se 2.39659 -2.75054 0.85863 1.13
N 1.22987 -1.89164 -0.17843 -0.76
C 0.32250 -2.79236 -0.54612 0.17
C -0.79470 -2.51586 -1.39436 -0.25
C -1.66031 -3.51798 -1.68567 -0.19
C -1.47911 -4.84311 -1.16839 -0.22
C -0.42443 -5.14740 -0.37362 -0.19
C 0.51689 -4.12239 -0.04943 0.06
N 1.59911 -4.30628 0.70084 -0.63
H -0.92123 -1.51819 -1.79402 0.22
H -2.50937 -3.32480 -2.32908 0.21
H -2.19827 -5.60844 -1.42880 0.22
H -0.26378 -6.14306 0.01659 0.23
I 1.73083 -0.38639 3.29687 -0.84
```


For the records above, the corresponding ΔE to the lowest compared entry with this formula, charge and spin values read 0.0, 0.0, 0.0, 0.0 kcal/mol.